A cluster of 3 separate species, C14H19ClN3O2S in total in a non-equilibrium geometry. Source: OMol25; level of theory: ωB97M-V/def2-TZVPD.

Output
* max |F|: 4.467 eV/A
* E_tot: -1717.55850 hartree

Structure (ORCA input):
```
! RIJCOSX wB97M-V def2-TZVPD def2/J DEFGRID3
* xyz 1 1
Cl 2.63 0.36 0.60
S -0.57 -1.75 0.97
O -1.87 -1.24 0.59
O -0.70 -2.55 2.16
N 1.59 -2.33 -0.69
N 2.33 -3.05 1.51
N 3.30 -1.22 0.47
C -4.66 -1.51 -3.07
C -2.32 -1.58 -3.58
C 2.38 -2.21 0.44
C -3.94 -1.76 -5.35
C -3.34 -1.47 -2.65
C 2.14 3.32 2.61
C 1.40 4.31 1.98
C -2.62 -1.72 -4.93
C 0.20 -2.76 -0.36
C -4.96 -1.65 -4.41
C 1.84 5.80 3.81
C 2.73 3.57 3.84
C 2.58 4.81 4.44
C 1.25 5.55 2.58
H 1.97 -3.08 -1.28
H 0.66 6.32 2.09
H -0.45 -2.80 -1.24
H 0.26 -0.68 1.21
H -1.82 -1.80 -5.66
H 3.93 -1.40 1.26
H 1.72 6.77 4.28
H -3.10 -1.37 -1.60
H 3.05 5.01 5.40
H 0.94 4.11 1.01
H 3.31 2.79 4.33
H -5.46 -1.42 -2.34
H 2.26 2.35 2.14
H -4.18 -1.88 -6.40
H 0.25 -3.79 0.03
H -1.28 -1.55 -3.26
H 3.00 -3.81 1.59
H 1.67 -2.93 2.29
H -6.00 -1.68 -4.74
*
```